Density functional theory data (the ωB97M-V functional and the def2-TZVPD basis) for a structure of composition C39H46P2Sn in a non-equilibrium geometry.

Geometry as ORCA input:
```
! RIJCOSX wB97M-V def2-TZVPD def2/J DEFGRID3
* xyz 2 1
Sn -3.58243 -0.02494 0.28560
C -2.64263 -4.00372 3.86012
C -1.58349 -3.24623 3.57223
C -0.29658 -3.71110 2.97441
C -0.19021 -3.58480 1.41768
C -1.00644 -4.59099 0.62587
C -1.94029 -5.44883 1.11126
C -1.94409 -6.09406 2.47599
C -2.75784 -5.46063 3.64556
C -3.53810 -1.17939 -1.59494
H -3.40881 -3.55469 4.48365
H -1.62971 -2.16141 3.74425
H -0.04718 -4.73596 3.28813
H 0.49979 -3.05606 3.37076
H -0.54058 -2.56773 1.11802
H 0.88465 -3.67431 1.13309
H -0.95931 -4.41075 -0.45711
H -2.74390 -5.75820 0.41653
H -0.93275 -6.32506 2.84603
H -2.44022 -7.05921 2.31131
H -3.81272 -5.77124 3.54732
H -2.36506 -5.90121 4.58463
H -4.59549 -1.29715 -1.87023
H -2.96062 -2.10854 -1.57482
H -3.08358 -0.42342 -2.24808
P 1.78965 3.54660 -0.07972
P 1.75743 2.40636 -3.09994
C 3.07850 2.44016 -0.68190
C 3.15184 2.10411 -1.99527
C 2.89357 4.91080 0.56744
C 4.24581 4.72501 0.88200
C 5.02864 5.78477 1.35334
C 4.47945 7.05935 1.48626
C 3.14365 7.27628 1.12291
C 2.36091 6.21422 0.65530
C 1.32659 2.55275 1.39469
C 0.64068 1.34720 1.15585
C 0.24922 0.54159 2.22195
C 0.56053 0.93268 3.53058
C 1.24366 2.12755 3.77562
C 1.61437 2.94712 2.70467
C 2.84371 2.98848 -4.52591
C 3.60838 4.15768 -4.33838
C 4.49875 4.58445 -5.32575
C 4.63498 3.85164 -6.51264
C 3.87801 2.69213 -6.70393
C 2.97821 2.27102 -5.71999
C 1.40818 0.69540 -3.65942
C 0.20792 0.48139 -4.36734
C -0.10050 -0.78523 -4.85250
C 0.77497 -1.85058 -4.61506
C 1.95522 -1.65066 -3.89922
C 2.26116 -0.38164 -3.40567
H 3.80683 2.06234 0.04246
H 4.06041 1.68956 -2.45217
H 4.71024 3.75460 0.75544
H 6.07439 5.60962 1.61208
H 5.08999 7.88814 1.86012
H 2.71679 8.28105 1.20028
H 1.32906 6.39697 0.35218
H 0.43624 1.04064 0.12701
H -0.30358 -0.38819 2.03332
H 0.26360 0.29384 4.36102
H 1.48560 2.42366 4.79718
H 2.13844 3.87955 2.88924
H 3.51399 4.72281 -3.40915
H 5.09143 5.48804 -5.16824
H 5.33213 4.18614 -7.28147
H 3.98849 2.10528 -7.61525
H 2.39586 1.36470 -5.88249
H -0.47394 1.31699 -4.53356
H -1.02200 -0.94272 -5.42257
H 0.53084 -2.84502 -4.98421
H 2.64565 -2.47610 -3.71899
H 3.16473 -0.23463 -2.82628
C -5.38648 -2.58613 3.92709
C -5.37184 -2.56148 2.39313
C -6.62502 -3.33847 1.97174
C -5.31389 -1.26341 1.53389
H -6.38914 -2.48160 4.37206
H -4.70976 -1.88673 4.43801
H -5.09678 -3.62029 4.20895
H -4.46729 -3.11831 2.12306
H -7.51634 -2.75881 2.23519
H -6.65512 -3.53406 0.89760
H -6.72622 -4.30541 2.47868
H -5.75010 -1.56552 0.56027
H -5.86311 -0.41804 1.98914
*
```

Properties
- HOMO level (alpha / beta): -12.141 / -11.905 eV
- Frontier orbital gap (alpha / beta): 2.195 / 1.841 eV
- DFT total energy: -65575.044 eV
- Maximum force: 2.792 eV Å⁻¹

Löwdin atomic charge list, values in e, 5 entries:
1. Sn 1.21
2. C -0.14
3. C -0.11
4. C -0.20
5. C -0.19